ORCA calculation (ωB97M-V/def2-TZVPD) on an isolated molecule of C5H8O.

Summary:
Energy above the lowest of the compared OMol25 structures with the same formula, charge and spin: 5.028 eV
E_LUMO (alpha / beta): -0.63 / -0.59 eV
HOMO energy (alpha / beta): -7.81 / -8.37 eV
Kohn-Sham gap (alpha / beta): 7.18 / 7.79 eV

Each line ends with the natural charge from an NBO analysis.
Cartesian coordinates (Å):
C1 -0.804 -1.344 -0.742  -0.68
C2 -0.130 -0.167 -0.130  0.17
C3 -0.963 0.772 0.706  -0.11
O1 -0.278 1.892 1.198  -0.70
C4 1.171 0.185 -0.377  -0.49
C5 2.415 -0.415 -0.505  -0.16
H1 -0.279 -2.266 -0.467  0.25
H2 -0.737 -1.253 -1.833  0.24
H3 -1.862 -1.407 -0.473  0.22
H4 1.069 1.277 -0.473  0.26
H5 -1.836 1.152 0.168  0.20
H6 -1.356 0.152 1.534  0.19
H7 0.550 1.582 1.593  0.48
H8 3.072 0.230 -1.123  0.13

ORCA calculation (ωB97M-V/def2-TZVPD) on a cluster of 2 separate species, C4H8O4 in total at a distorted geometry.

Summary:
Energy above the lowest of the compared OMol25 structures with the same formula, charge and spin: 6.623 eV
E_LUMO (alpha / beta): 0.42 / 0.53 eV
HOMO energy (alpha / beta): -7.42 / -7.11 eV
Kohn-Sham gap (alpha / beta): 7.84 / 7.64 eV

Each line ends with the natural charge from an NBO analysis.
Cartesian coordinates (Å):
C1 -1.016 1.539 -0.161  -0.65
C2 -0.617 0.288 -0.278  0.25
C3 -2.359 -1.186 0.337  -0.28
C4 1.910 0.056 -0.086  0.86
O1 2.235 0.340 -1.374  -0.71
O2 2.126 0.971 0.911  -0.71
O3 2.305 -1.201 0.194  -0.70
O4 -1.068 -0.975 -0.163  -0.53
H1 -2.155 1.742 -0.159  0.18
H2 -0.423 2.395 -0.334  0.22
H3 -2.626 -2.218 0.105  0.19
H4 -3.173 -0.477 0.174  0.19
H5 -2.182 -1.415 1.435  0.18
H6 1.942 1.256 -1.585  0.50
H7 2.727 0.584 1.631  0.50
H8 2.375 -1.699 -0.647  0.51

ORCA calculation (ωB97M-V/def2-TZVPD) on a structure of composition C38H48MgN5O2SbSi3.

Summary:
E_LUMO: -0.72 eV
HOMO energy: -7.83 eV
Kohn-Sham gap: 7.11 eV

Each line ends with the natural charge from an NBO analysis.
Cartesian coordinates (Å):
Mg1 0.878 -0.958 0.626  1.75
O1 0.127 -3.516 7.072  -0.73
C1 -0.125 -2.317 6.891  0.74
O2 -0.592 -1.421 7.605  -0.72
C2 0.141 -1.854 5.406  -0.04
C3 0.611 -2.748 4.467  -0.21
C4 0.834 -2.309 3.170  0.11
N1 0.708 -1.017 2.802  -0.59
C5 0.327 -0.127 3.738  0.13
C6 -0.002 -0.535 5.028  -0.16
C7 0.294 1.319 3.390  0.25
C8 -0.096 2.268 4.341  -0.24
C9 0.026 3.612 4.050  -0.16
C10 0.527 3.983 2.813  -0.25
C11 0.834 2.978 1.915  0.03
N2 0.708 1.679 2.177  -0.48
C12 1.279 -3.292 2.155  0.26
C13 1.051 -4.660 2.326  -0.25
C14 1.563 -5.548 1.401  -0.14
C15 2.307 -5.057 0.335  -0.25
C16 2.458 -3.691 0.219  0.07
N3 1.934 -2.821 1.084  -0.59
H1 0.796 -3.761 4.795  0.26
H2 -0.360 0.137 5.793  0.24
H3 -0.483 1.974 5.303  0.23
H4 -0.250 4.354 4.787  0.22
H5 0.670 5.021 2.546  0.22
H6 1.195 3.228 0.926  0.21
H7 0.478 -5.015 3.168  0.24
H8 1.394 -6.610 1.518  0.23
H9 2.744 -5.724 -0.395  0.23
H10 3.038 -3.263 -0.590  0.22
C17 0.715 2.010 -3.218  -1.05
Sb1 0.391 1.722 -1.086  1.21
C18 1.900 0.186 -0.792  -1.49
C19 1.743 -0.840 -1.820  0.23
C20 2.407 -0.870 -3.065  -0.30
C21 2.270 -1.963 -3.893  -0.14
C22 1.443 -3.017 -3.504  -0.30
C23 0.780 -2.901 -2.300  0.06
N4 0.925 -1.859 -1.482  -0.61
Si1 3.654 0.775 -0.552  1.69
C24 4.409 2.017 -1.783  -1.12
C25 4.742 -0.778 -0.672  -1.11
C26 3.988 1.490 1.167  -1.11
C27 -1.785 1.021 -1.275  -1.37
C28 -2.171 -0.041 -0.293  0.36
C29 -3.526 -0.192 0.063  -0.30
C30 -3.943 -1.200 0.900  -0.13
C31 -3.005 -2.111 1.368  -0.26
C32 -1.698 -1.906 0.999  0.03
N5 -1.268 -0.889 0.231  -0.64
Si2 -2.418 0.477 -3.004  1.76
C33 -1.441 -0.938 -3.773  -1.13
C34 -2.550 1.904 -4.240  -1.14
C35 -4.171 -0.259 -2.950  -1.13
Si3 -2.629 2.687 -0.771  1.75
C36 -2.407 2.881 1.095  -1.15
C37 -4.488 2.856 -1.137  -1.14
C38 -1.873 4.173 -1.667  -1.14
H11 1.772 2.247 -3.344  0.23
H12 0.129 2.863 -3.557  0.22
H13 0.469 1.133 -3.811  0.22
H14 3.043 -0.039 -3.342  0.23
H15 2.794 -2.006 -4.840  0.22
H16 1.310 -3.887 -4.132  0.22
H17 0.113 -3.688 -1.960  0.20
H18 4.756 1.518 -2.691  0.23
H19 5.276 2.493 -1.320  0.24
H20 3.712 2.808 -2.075  0.23
H21 4.534 -1.353 -1.576  0.23
H22 4.583 -1.429 0.192  0.23
H23 5.800 -0.504 -0.692  0.24
H24 3.794 2.563 1.213  0.23
H25 5.041 1.341 1.417  0.24
H26 3.385 0.995 1.928  0.24
H27 -4.251 0.495 -0.344  0.23
H28 -4.987 -1.292 1.170  0.23
H29 -3.281 -2.940 2.004  0.23
H30 -0.945 -2.611 1.322  0.19
H31 -0.388 -0.721 -3.953  0.23
H32 -1.899 -1.200 -4.730  0.24
H33 -1.492 -1.816 -3.129  0.24
H34 -1.621 2.455 -4.374  0.24
H35 -3.325 2.618 -3.952  0.24
H36 -2.827 1.491 -5.212  0.25
H37 -4.217 -1.140 -2.308  0.23
H38 -4.439 -0.577 -3.960  0.24
H39 -4.939 0.439 -2.613  0.23
H40 -2.832 2.032 1.634  0.24
H41 -2.906 3.785 1.451  0.24
H42 -1.351 2.952 1.359  0.25
H43 -5.110 2.423 -0.352  0.23
H44 -4.783 2.412 -2.089  0.23
H45 -4.726 3.920 -1.188  0.25
H46 -0.838 4.357 -1.379  0.24
H47 -2.452 5.064 -1.416  0.24
H48 -1.910 4.055 -2.752  0.24

ORCA calculation (ωB97M-V/def2-TZVPD) on an isolated molecule of C24H30N6O6 at a distorted geometry.

Summary:
Energy above the lowest of the compared OMol25 structures with the same formula, charge and spin: 1.806 eV
E_LUMO: 0.67 eV
HOMO energy: -8.26 eV
Structure (SMILES): COc1cc([C@H](C(=O)NC2CCCC2)N(CCO)C(=O)Cn2nnc(-c3ccc(C)o3)n2)ccc1O
Kohn-Sham gap: 8.92 eV

Each line ends with the natural charge from an NBO analysis.
Cartesian coordinates (Å):
C1 4.364 1.630 3.810  -0.25
H1 3.424 1.961 4.260  0.18
H2 4.210 0.671 3.308  0.19
H3 5.118 1.520 4.587  0.20
O1 4.874 2.597 2.921  -0.53
C2 4.147 2.878 1.791  0.29
C3 2.902 2.352 1.498  -0.30
C4 2.257 2.693 0.313  -0.07
C5 2.873 3.576 -0.566  -0.20
C6 4.115 4.110 -0.277  -0.26
C7 4.765 3.768 0.896  0.26
O2 5.986 4.287 1.178  -0.66
H4 6.273 3.927 2.028  0.50
H5 4.598 4.796 -0.953  0.23
H6 2.378 3.847 -1.487  0.21
C8 0.917 2.134 -0.100  -0.15
N1 1.069 1.189 -1.227  -0.41
C9 0.131 1.250 -2.186  0.69
O3 -0.808 2.031 -2.141  -0.65
C10 0.265 0.313 -3.393  -0.31
N2 0.118 -1.057 -3.015  0.00
N3 0.988 -1.993 -3.305  -0.03
N4 0.543 -3.095 -2.824  -0.25
C11 -0.635 -2.807 -2.223  0.24
N5 -0.916 -1.509 -2.337  -0.26
C12 -1.440 -3.784 -1.562  0.19
C13 -1.210 -5.124 -1.375  -0.23
C14 -2.323 -5.609 -0.661  -0.33
C15 -3.154 -4.540 -0.462  0.32
O4 -2.623 -3.432 -1.008  -0.39
C16 -4.466 -4.431 0.226  -0.65
H7 -4.386 -3.777 1.093  0.23
H8 -4.795 -5.414 0.549  0.23
H9 -5.211 -4.004 -0.445  0.23
H10 -2.490 -6.616 -0.337  0.23
H11 -0.351 -5.667 -1.710  0.24
H12 1.227 0.422 -3.897  0.25
H13 -0.543 0.588 -4.080  0.25
C17 2.136 0.213 -1.157  -0.27
H14 2.402 -0.112 -2.162  0.22
H15 3.011 0.698 -0.716  0.24
C18 1.802 -1.025 -0.283  -0.08
O5 2.323 -0.938 1.007  -0.74
H16 1.764 -0.334 1.531  0.50
H17 0.713 -1.176 -0.256  0.16
H18 2.263 -1.907 -0.735  0.19
C19 0.043 1.426 0.953  0.70
O6 0.473 0.852 1.943  -0.68
N6 -1.253 1.463 0.633  -0.60
H19 -1.530 1.858 -0.259  0.43
C20 -2.266 0.720 1.356  -0.07
H20 -1.867 0.558 2.360  0.23
C21 -2.592 -0.614 0.646  -0.42
C22 -4.086 -0.564 0.317  -0.40
C23 -4.384 0.928 0.212  -0.41
H21 -4.010 1.317 -0.736  0.20
H22 -5.447 1.152 0.283  0.21
C24 -3.583 1.509 1.374  -0.41
H23 -4.107 1.325 2.313  0.21
H24 -3.409 2.580 1.282  0.22
H25 -4.669 -0.996 1.132  0.19
H26 -4.312 -1.107 -0.598  0.22
H27 -2.017 -0.687 -0.279  0.23
H28 -2.335 -1.471 1.266  0.22
H29 0.324 2.966 -0.502  0.26
H30 2.421 1.686 2.190  0.25